# 1
Computed, not measured: a structure of composition C6H9O5Tl at a distorted geometry, with the ωB97M-V functional and the def2-TZVPD basis.

Output
E_LUMO (alpha / beta) = -0.8 / -0.9 eV
relative energy (zero: lowest compared OMol25 entry of this formula, charge and spin) = 1.8243 eV
frontier orbital gap (alpha / beta) = 4.8 / 6.4 eV

CARTESIAN COORDINATES (ANGSTROEM)
O  4.20  -0.52  -1.21
C  3.31  0.09  -0.36
O  3.87  1.00  0.27
H  3.78  -1.24  -1.71
O  2.03  0.36  -1.06
C  0.87  1.14  -0.73
C  -0.18  0.28  -0.07
C  -1.58  0.79  -0.44
C  -2.68  0.29  0.48
O  -2.71  -1.14  0.53
C  -2.47  -1.72  1.68
O  -2.63  -3.01  1.47
H  1.12  1.98  -0.05
H  -0.07  0.30  1.04
H  -0.10  -0.78  -0.36
H  -1.81  0.51  -1.48
H  -1.61  1.89  -0.39
H  -3.66  0.61  0.13
H  -2.53  0.66  1.51
H  -2.72  -3.44  2.33
Tl  5.57  1.94  -1.60

***

# 2
Computed, not measured: a cluster of 2 separate species, C4H12NOS in total at a distorted geometry, with the ωB97M-V functional and the def2-TZVPD basis.

Output
total charge = -1
E_LUMO = 3.5 eV
relative energy (zero: lowest compared OMol25 entry of this formula, charge and spin) = 1.9328 eV
frontier orbital gap = 6.0 eV

CARTESIAN COORDINATES (ANGSTROEM)
C  -0.40  -1.39  1.67
N  -0.35  -0.47  0.57
C  0.66  0.67  0.60
C  0.85  1.32  -0.90
S  1.56  2.96  -1.28
C  0.90  -2.27  1.73
H  -1.35  -2.17  1.59
H  -0.61  -0.78  2.55
H  -0.31  -0.96  -0.35
H  0.18  1.47  1.26
H  1.68  0.34  0.96
H  1.41  0.55  -1.46
H  -0.28  1.25  -1.29
H  0.73  -3.08  2.41
H  1.68  -1.48  1.94
H  1.13  -2.52  0.70
H  -2.53  1.43  -3.88
H  -2.14  2.90  -3.34
O  -2.83  2.22  -3.45

***

# 3
Computed, not measured: a structure of composition C5H8IN2 at a distorted geometry, with the ωB97M-V functional and the def2-TZVPD basis.

Output
total charge = +1
E_LUMO (alpha / beta) = -6.7 / -6.7 eV
relative energy (zero: lowest compared OMol25 entry of this formula, charge and spin) = 6.5712 eV
frontier orbital gap (alpha / beta) = 7.0 / 7.0 eV

CARTESIAN COORDINATES (ANGSTROEM)
C  0.78  0.03  -0.32
C  2.58  -0.42  0.54
C  1.64  -1.10  -0.43
C  -0.87  1.70  0.19
C  -2.41  -1.18  -0.33
N  2.18  0.34  -0.59
N  -0.32  0.41  0.06
I  -3.96  0.13  -0.36
H  2.37  -0.17  1.65
H  3.55  -0.74  0.43
H  1.90  -1.92  -1.01
H  -0.51  2.56  -0.41
H  -0.77  2.04  1.21
H  -1.91  1.68  0.02
H  -1.73  -1.49  -1.09
H  -2.52  -1.85  0.44

***

# 4
Computed, not measured: a structure of composition C5H11NO, with the ωB97M-V functional and the def2-TZVPD basis.

Output
E_LUMO = 0.9 eV
relative energy (zero: lowest compared OMol25 entry of this formula, charge and spin) = 3.8065 eV
frontier orbital gap = 10.5 eV

CARTESIAN COORDINATES (ANGSTROEM)
C  -2.78  -0.88  -0.54
N  -1.42  -0.37  -0.61
C  -0.74  -0.08  0.47
O  -0.75  -0.03  1.66
C  0.94  0.38  -0.28
C  1.33  1.66  0.43
C  1.75  -0.85  0.14
H  -2.84  -1.81  -1.11
H  -3.48  -0.16  -0.97
H  -3.08  -1.09  0.49
H  -0.19  0.17  -0.92
H  1.14  0.54  -1.37
H  1.13  1.56  1.50
H  0.77  2.52  0.06
H  2.40  1.87  0.30
H  2.82  -0.70  -0.06
H  1.62  -1.02  1.21
H  1.42  -1.74  -0.40

***

# 5
Computed, not measured: a structure of composition C4H5N2 at a distorted geometry, with the ωB97M-V functional and the def2-TZVPD basis.

Output
total charge = +1
E_LUMO (alpha / beta) = -6.4 / -6.4 eV
relative energy (zero: lowest compared OMol25 entry of this formula, charge and spin) = 3.3858 eV
frontier orbital gap (alpha / beta) = 7.8 / 7.8 eV

CARTESIAN COORDINATES (ANGSTROEM)
C  1.34  0.79  -0.03
C  -0.88  -1.00  0.51
C  -0.56  1.14  -0.61
C  0.44  -1.31  0.44
N  1.28  -0.40  0.12
N  -1.21  0.10  -0.07
H  1.94  1.68  0.08
H  -1.55  -1.79  0.97
H  -0.41  2.14  -0.11
H  -0.92  1.04  -1.66
H  0.54  -2.38  0.37

***

# 6
Computed, not measured: a structure of composition C31H40BGeN5O5RuS at a distorted geometry, with the ωB97M-V functional and the def2-TZVPD basis.

Output
spin multiplicity = 2
total charge = -1
E_LUMO (alpha / beta) = 2.5 / 1.6 eV
relative energy (zero: lowest compared OMol25 entry of this formula, charge and spin) = 4.4635 eV
frontier orbital gap (alpha / beta) = 5.8 / 4.8 eV

CARTESIAN COORDINATES (ANGSTROEM)
Ru  0.23  0.03  -0.37
N  3.69  -2.28  -2.38
C  2.65  -1.47  -1.93
S  1.11  -2.22  -1.79
N  2.93  -0.23  -1.72
N  1.96  0.61  -1.32
C  2.36  1.88  -1.33
C  1.56  3.04  -1.34
C  2.21  4.29  -1.55
C  1.50  5.44  -1.79
C  0.11  5.41  -1.80
C  -0.56  4.24  -1.53
C  0.12  3.03  -1.29
O  -0.56  1.97  -1.07
H  3.36  -3.09  -2.89
H  4.41  -1.76  -2.86
H  3.43  2.02  -1.49
H  3.29  4.31  -1.54
H  2.03  6.36  -1.98
H  -0.44  6.31  -2.04
H  -1.64  4.21  -1.49
O  -0.04  3.81  5.71
C  -1.00  2.82  5.65
O  -1.72  2.65  6.62
C  -1.07  2.04  4.42
C  -2.11  1.10  4.29
C  -2.26  0.33  3.17
C  -1.35  0.41  2.08
C  -0.31  1.36  2.22
C  -0.18  2.15  3.34
N  -1.42  -0.29  0.91
C  -2.39  -1.18  0.70
C  -2.62  -1.94  -0.46
C  -3.48  -3.06  -0.42
C  -3.49  -4.00  -1.43
C  -2.59  -3.84  -2.51
C  -1.89  -2.68  -2.62
N  -1.98  -1.68  -1.68
H  0.43  3.87  4.87
H  -2.82  1.02  5.10
H  -3.10  -0.36  3.13
H  0.41  1.47  1.41
H  0.64  2.86  3.36
H  -3.06  -1.43  1.52
H  -4.09  -3.20  0.46
H  -4.16  -4.85  -1.39
H  -2.47  -4.62  -3.24
H  -1.22  -2.48  -3.44
C  -4.63  -0.97  -3.80
Ge  -2.96  0.13  -3.77
C  -1.91  -0.24  -5.43
C  -3.44  2.05  -3.63
C  -1.83  -0.34  -2.16
H  -5.28  -0.65  -4.61
H  -5.17  -0.88  -2.87
H  -4.39  -2.02  -3.96
H  -2.46  0.05  -6.32
H  -1.68  -1.30  -5.51
H  -0.97  0.31  -5.42
H  -3.97  2.40  -4.51
H  -2.55  2.66  -3.49
H  -4.08  2.21  -2.76
H  -2.11  0.36  -1.37
H  -0.78  -0.14  -2.45
C  4.70  -1.02  2.14
C  3.20  -0.94  2.39
C  2.92  -0.01  3.58
O  2.57  -0.34  1.26
B  1.39  -1.00  0.98
O  1.25  -2.10  1.78
C  2.47  -2.32  2.51
C  3.21  -3.44  1.78
C  2.13  -2.74  3.93
H  5.11  -0.01  2.13
H  4.90  -1.47  1.17
H  5.20  -1.59  2.92
H  3.31  0.98  3.34
H  3.38  -0.37  4.50
H  1.84  0.09  3.72
H  3.40  -3.15  0.75
H  2.57  -4.32  1.76
H  4.14  -3.69  2.28
H  1.42  -2.05  4.38
H  3.02  -2.79  4.55
H  1.66  -3.73  3.91

***

# 7
Computed, not measured: the ion C8H11N2 with charge +1 at a distorted geometry, with the ωB97M-V functional and the def2-TZVPD basis.

Output
total charge = +1
E_LUMO = -3.8 eV
relative energy (zero: lowest compared OMol25 entry of this formula, charge and spin) = 2.3898 eV
frontier orbital gap = 9.8 eV

CARTESIAN COORDINATES (ANGSTROEM)
C  -2.51  0.35  -0.03
C  -1.61  1.28  0.39
C  1.72  0.66  -0.80
C  0.81  1.47  -0.32
C  -1.95  -0.80  -0.75
C  1.93  -0.79  -0.47
C  -0.15  0.90  0.66
C  -0.26  -0.69  0.66
N  -0.80  -1.27  -0.44
N  1.14  -1.21  0.70
H  -3.44  0.68  -0.39
H  -1.91  2.24  0.87
H  2.58  1.08  -1.53
H  0.66  2.50  -0.65
H  -2.45  -1.32  -1.57
H  1.39  -1.25  -1.37
H  3.07  -0.96  -0.31
H  0.09  1.38  1.60
H  -0.97  -0.94  1.53
H  0.97  -2.28  0.66
H  1.69  -1.03  1.56

***

# 8
Computed, not measured: the molecule C5H11NO3 at a distorted geometry, with the ωB97M-V functional and the def2-TZVPD basis.

Output
E_LUMO = 0.8 eV
relative energy (zero: lowest compared OMol25 entry of this formula, charge and spin) = 1.6336 eV
frontier orbital gap = 10.4 eV

CARTESIAN COORDINATES (ANGSTROEM)
C  1.79  -1.23  0.40
C  0.35  2.20  0.48
O  0.80  -0.26  0.59
H  2.38  -1.02  -0.50
H  1.35  -2.23  0.29
H  2.44  -1.24  1.28
H  0.94  2.37  -0.41
H  0.95  1.86  1.32
H  -0.16  3.12  0.76
C  -1.22  -1.32  0.03
C  -0.47  -0.08  -0.42
N  -0.15  -0.18  -1.78
C  -0.98  1.24  0.04
O  -2.06  -1.12  1.05
O  -1.04  -2.41  -0.46
H  -2.45  -1.97  1.32
H  0.07  -1.12  -2.07
H  0.54  0.50  -2.09
H  -1.51  1.75  -0.77
H  -1.58  1.15  0.94

***

# 9
Computed, not measured: a cluster of 9 separate species, C34H87N13O9 in total at a distorted geometry, with the ωB97M-V functional and the def2-TZVPD basis.

Output
E_LUMO = 0.2 eV
relative energy (zero: lowest compared OMol25 entry of this formula, charge and spin) = 8.1957 eV
frontier orbital gap = 8.4 eV

CARTESIAN COORDINATES (ANGSTROEM)
C  -5.05  5.17  -1.87
C  -4.56  3.83  -1.29
C  -5.45  2.77  -2.02
C  -4.94  1.40  -2.06
C  -3.55  1.46  -2.62
C  -2.52  2.34  -1.71
N  -3.14  3.69  -1.70
O  -2.40  4.63  -1.13
C  -2.23  1.66  -0.31
C  -1.10  2.45  -2.50
C  -4.90  3.92  0.21
H  -4.84  5.51  -2.88
H  -4.53  6.02  -1.44
H  -6.13  5.34  -1.85
H  -6.37  2.67  -1.44
H  -5.73  3.02  -3.04
H  -5.58  0.81  -2.72
H  -5.19  0.99  -1.08
H  -3.63  1.90  -3.61
H  -3.31  0.40  -2.71
H  -1.77  2.37  0.38
H  -3.22  1.51  0.12
H  -1.62  0.76  -0.23
H  -1.30  2.84  -3.50
H  -0.31  2.99  -1.98
H  -0.71  1.43  -2.50
H  -4.64  3.00  0.73
H  -5.96  3.93  0.50
H  -4.48  4.79  0.72
H  -2.24  4.31  -0.24
C  -1.43  -9.57  4.01
C  -0.96  -8.25  3.41
C  0.14  -7.65  4.42
C  0.94  -6.47  3.84
C  1.50  -6.86  2.47
C  0.42  -7.40  1.41
N  -0.36  -8.44  2.10
O  -1.24  -9.10  1.21
C  -0.36  -6.16  0.83
C  1.27  -8.13  0.32
C  -2.18  -7.35  3.44
H  -1.99  -10.27  3.38
H  -2.04  -9.37  4.89
H  -0.56  -10.16  4.28
H  -0.40  -7.03  5.13
H  0.92  -8.28  4.83
H  1.60  -6.18  4.67
H  0.23  -5.64  3.76
H  2.23  -7.62  2.74
H  2.13  -6.07  2.06
H  -0.46  -5.44  1.65
H  0.19  -5.60  0.08
H  -1.39  -6.46  0.64
H  1.54  -9.17  0.52
H  0.68  -8.14  -0.60
H  2.19  -7.56  0.14
H  -3.08  -7.70  2.93
H  -1.84  -6.36  3.14
H  -2.55  -7.19  4.45
H  -1.25  -10.02  1.48
C  -4.03  10.35  6.30
O  -4.67  9.27  6.34
N  -2.79  10.45  5.79
N  -4.48  11.61  6.45
H  -2.47  11.40  5.86
H  -2.31  9.62  5.48
H  -5.42  11.86  6.72
H  -3.88  12.38  6.71
C  5.29  3.32  2.50
O  4.61  2.37  2.87
N  6.43  3.26  1.87
N  4.94  4.54  2.82
H  6.70  2.34  1.58
H  6.71  4.12  1.42
H  5.46  5.33  2.45
H  4.15  4.68  3.43
C  -1.40  3.70  5.82
O  -0.87  4.37  4.99
N  -2.42  4.01  6.59
N  -0.86  2.64  6.16
H  -2.76  3.43  7.35
H  -2.99  4.80  6.34
H  -1.36  2.12  6.87
H  -0.12  2.28  5.58
C  -0.09  7.02  -7.46
O  0.72  7.62  -8.18
N  -0.32  7.53  -6.31
N  -0.72  5.91  -7.67
H  0.31  8.29  -6.09
H  -0.61  6.85  -5.62
H  -1.22  5.58  -6.86
H  -0.59  5.46  -8.57
C  1.84  11.60  0.14
C  3.01  10.76  0.58
C  2.92  10.49  2.06
O  4.26  10.09  2.54
C  4.38  9.94  3.94
N  2.67  9.59  -0.22
H  0.91  11.29  0.62
H  1.76  11.69  -0.94
H  1.98  12.53  0.69
H  3.97  11.14  0.22
H  2.22  9.71  2.36
H  2.67  11.24  2.81
H  4.26  10.86  4.51
H  5.43  9.70  4.11
H  3.77  9.21  4.47
H  2.45  8.79  0.35
H  3.40  9.12  -0.72
C  9.16  -5.56  -0.58
C  9.49  -4.20  0.01
C  8.33  -3.21  0.06
O  8.27  -2.37  -1.13
C  6.96  -2.00  -1.67
N  9.90  -4.44  1.40
H  9.84  -6.38  -0.34
H  9.03  -5.57  -1.66
H  8.17  -5.80  -0.18
H  10.31  -3.64  -0.45
H  8.27  -2.46  0.85
H  7.47  -3.86  0.21
H  7.10  -1.39  -2.56
H  6.29  -1.52  -0.95
H  6.43  -2.88  -2.03
H  10.02  -3.51  1.78
H  10.87  -4.61  1.17
C  -5.64  -10.95  -8.17
C  -4.28  -10.84  -7.44
C  -4.35  -9.89  -6.17
O  -4.62  -8.61  -6.77
C  -4.44  -7.60  -5.78
N  -4.00  -12.22  -6.98
H  -6.40  -10.89  -7.39
H  -5.82  -11.88  -8.71
H  -5.74  -10.10  -8.84
H  -3.46  -10.52  -8.10
H  -3.40  -10.00  -5.64
H  -5.23  -10.22  -5.61
H  -3.40  -7.44  -5.50
H  -5.21  -7.70  -5.02
H  -4.61  -6.78  -6.47
H  -3.74  -12.96  -7.61
H  -4.89  -12.54  -6.62

***

# 10
Computed, not measured: the molecule C10H14N4 at a distorted geometry, with the ωB97M-V functional and the def2-TZVPD basis.

Output
E_LUMO = 0.7 eV
relative energy (zero: lowest compared OMol25 entry of this formula, charge and spin) = 1.9895 eV
frontier orbital gap = 9.9 eV

CARTESIAN COORDINATES (ANGSTROEM)
C  -4.05  -0.19  -0.93
C  -4.08  0.66  0.18
C  -2.75  -0.63  -1.08
C  0.82  -1.89  -0.53
C  0.19  0.72  -0.24
C  1.89  -0.88  -0.72
C  1.63  0.44  -0.03
C  -0.74  -0.40  0.31
C  2.54  1.52  -0.48
C  -0.62  -0.48  1.99
N  -2.90  0.63  0.73
N  -0.32  -1.65  -0.03
N  -0.26  1.80  -0.74
N  -2.10  -0.13  0.00
H  -4.96  -0.40  -1.54
H  -4.85  1.32  0.58
H  -2.09  -1.31  -1.61
H  0.77  -2.77  -0.99
H  2.90  -1.37  -0.49
H  2.09  -0.75  -1.88
H  1.97  0.04  1.02
H  2.71  1.57  -1.51
H  3.54  1.63  0.03
H  1.99  2.49  -0.32
H  -0.37  -1.51  2.35
H  -1.58  -0.09  2.51
H  0.08  0.23  2.13
H  -1.23  1.89  -0.68

***

# 11
Computed, not measured: a cluster of 3 separate species, C30H57BrN3O12P2Si in total at a distorted geometry, with the ωB97M-V functional and the def2-TZVPD basis.

Output
total charge = +1
E_LUMO = -4.1 eV
frontier orbital gap = 7.4 eV

CARTESIAN COORDINATES (ANGSTROEM)
C  -0.18  5.18  -2.16
C  -0.30  5.22  -3.69
C  -1.47  4.44  -4.29
Br  -1.57  4.90  -6.21
N  -1.43  2.96  -4.21
C  -2.29  2.39  -3.27
N  -2.46  3.00  -2.02
C  -1.98  2.18  -0.85
C  -3.04  1.58  0.06
O  -3.39  2.51  1.10
C  -3.90  1.84  2.22
C  -4.96  0.75  2.12
O  -3.51  2.19  3.31
P  -3.98  3.78  -1.77
O  -5.18  2.93  -1.91
N  -2.88  1.29  -3.64
O  -3.69  0.63  -2.78
C  -2.71  0.69  -4.99
C  -3.75  -0.39  -5.37
C  -3.10  -1.80  -5.29
C  -3.00  -2.32  -3.85
C  -1.75  -3.23  -3.72
C  -1.36  -3.43  -2.25
C  -0.74  -2.17  -1.60
C  0.42  -1.54  -2.42
Si  2.03  -1.27  -1.44
C  3.15  -0.09  -2.42
C  2.98  -2.91  -1.33
C  1.76  -0.66  0.32
C  2.87  -0.64  1.15
C  2.83  -0.20  2.45
C  1.57  0.23  2.94
C  0.47  0.19  2.14
C  0.57  -0.24  0.84
P  0.16  2.19  -4.26
O  1.09  2.92  -5.36
O  0.90  2.23  -2.79
H  -0.20  4.18  -1.73
H  -1.06  5.71  -1.75
H  0.68  5.76  -1.82
H  -0.48  6.27  -3.95
H  0.66  4.99  -4.16
H  -2.39  4.85  -3.87
H  -1.36  2.83  -0.22
H  -1.29  1.41  -1.24
H  -2.56  0.72  0.57
H  -3.92  1.18  -0.44
H  -4.91  0.13  1.21
H  -4.79  0.07  2.96
H  -5.97  1.15  2.19
H  -4.08  4.86  -2.68
H  -3.87  4.36  -0.49
H  -3.12  0.18  -2.13
H  -1.72  0.22  -4.99
H  -2.69  1.44  -5.78
H  -4.71  -0.34  -4.84
H  -3.99  -0.24  -6.43
H  -3.60  -2.51  -5.95
H  -2.09  -1.68  -5.69
H  -2.85  -1.53  -3.11
H  -3.85  -2.97  -3.65
H  -2.01  -4.22  -4.12
H  -0.92  -2.89  -4.34
H  -0.64  -4.26  -2.16
H  -2.25  -3.76  -1.70
H  -0.41  -2.45  -0.59
H  -1.54  -1.43  -1.48
H  0.68  -2.16  -3.28
H  0.06  -0.57  -2.81
H  3.09  0.95  -2.08
H  2.85  -0.14  -3.48
H  4.17  -0.46  -2.36
H  3.22  -3.32  -2.32
H  2.37  -3.60  -0.74
H  3.88  -2.72  -0.75
H  3.82  -1.00  0.76
H  3.73  -0.21  3.04
H  1.50  0.58  3.97
H  -0.49  0.51  2.54
H  -0.33  -0.24  0.22
H  0.82  2.61  -6.24
H  0.99  1.29  -2.56
C  7.14  -1.08  7.03
O  5.82  -0.74  6.61
C  5.23  0.20  7.34
O  5.71  0.76  8.29
O  4.01  0.42  6.84
C  3.26  1.41  7.54
H  7.51  -1.85  6.36
H  7.80  -0.21  6.97
H  7.13  -1.47  8.05
H  3.76  2.38  7.50
H  3.10  1.12  8.58
H  2.30  1.49  7.04
C  2.79  -2.26  5.86
O  2.80  -3.68  5.98
C  1.72  -4.28  5.47
O  0.79  -3.73  4.94
O  1.85  -5.59  5.64
C  0.76  -6.36  5.14
H  3.71  -1.89  6.30
H  2.78  -1.95  4.81
H  1.95  -1.83  6.40
H  0.66  -6.23  4.07
H  -0.16  -6.10  5.65
H  0.99  -7.41  5.35

***

E_tot list, top to bottom, in a.u.: -782.49811; -687.75702; -602.02210; -326.99146; -264.49097; -4450.22496; -420.61212; -477.56546; -2736.33270; -608.35694; -5790.43703